Here is a molecular structure, C3H2O3Y at a distorted geometry from OMol25. Energies are from wB97M-V/def2-TZVPD.

LUMO level (alpha / beta) (eV): -1.35 / -1.97
Orbital gap (alpha / beta) (eV): 6.11 / 5.49
Charge: 0
Multiplicity: 2
Highest occupied orbital energy (alpha / beta) (eV): -7.458 / -7.460

Last column: Mulliken charge in e.
Atoms and positions in Å:
O  -1.113  -1.037  0.917  -0.124
O  0.374  -0.456  -0.518  -0.317
O  -1.454  0.837  -0.274  -0.598
C  0.052  -1.843  1.267  -0.605
C  0.980  -1.323  0.427  -0.137
C  -0.823  -0.197  -0.043  0.835
H  0.989  2.621  -0.913  -0.167
Y  -0.965  3.086  -0.993  0.807
H  1.959  -1.688  0.129  0.307